{"formula": "C38H23N8O6Ru", "method": "ωB97M-V/def2-TZVPD", "elements": ["Ru", "O", "C", "N", "C", "C", "C", "C", "C", "C", "N", "C", "O", "C", "C", "C", "C", "C", "N", "C", "C", "C", "C", "C", "N", "H", "H", "H", "H", "H", "H", "H", "H", "H", "H", "H", "H", "O", "N", "O", "C", "C", "C", "C", "C", "C", "N", "C", "C", "N", "C", "C", "C", "C", "H", "H", "H", "H", "H", "H", "H", "O", "C", "N", "C", "O", "C", "C", "C", "C", "C", "C", "H", "H", "H", "H"], "positions_angstrom": [[0.087, 0.669, -0.160], [2.170, 3.413, -2.339], [1.353, 2.734, -1.745], [1.571, 1.611, -1.016], [2.794, 1.445, -0.318], [4.048, 1.379, -0.888], [5.143, 1.165, -0.058], [4.958, 1.023, 1.308], [3.692, 1.107, 1.882], [2.590, 1.325, 1.064], [1.226, 1.393, 1.441], [0.925, 1.802, 2.682], [1.729, 2.146, 3.547], [-0.538, 1.871, 3.076], [-0.814, 2.137, 4.417], [-2.126, 2.185, 4.838], [-3.132, 1.963, 3.907], [-2.763, 1.711, 2.601], [-1.497, 1.670, 2.179], [-0.098, 3.139, -1.703], [-0.563, 4.205, -2.452], [-1.896, 4.557, -2.348], [-2.713, 3.824, -1.500], [-2.167, 2.777, -0.780], [-0.879, 2.445, -0.865], [4.157, 1.480, -1.958], [6.136, 1.100, -0.483], [5.812, 0.845, 1.950], [3.561, 1.009, 2.947], [0.025, 2.293, 5.080], [-2.367, 2.385, 5.875], [-4.178, 1.981, 4.184], [-3.533, 1.509, 1.861], [0.142, 4.723, -3.087], [-2.296, 5.386, -2.918], [-3.763, 4.056, -1.388], [-2.767, 2.180, -0.113], [-5.748, -3.751, -2.605], [-5.199, -3.503, -1.553], [-5.587, -3.904, -0.474], [-4.007, -2.621, -1.592], [-3.596, -2.268, -2.827], [-2.467, -1.417, -3.012], [-1.953, -1.086, -4.277], [-0.836, -0.299, -4.349], [-0.254, 0.173, -3.167], [-0.752, -0.092, -1.972], [-1.828, -0.901, -1.885], [-2.264, -1.279, -0.568], [-1.538, -0.767, 0.451], [-1.787, -1.187, 1.677], [-2.811, -2.096, 1.951], [-3.597, -2.577, 0.939], [-3.331, -2.179, -0.389], [-4.131, -2.644, -3.687], [-2.429, -1.472, -5.169], [-0.383, -0.042, -5.296], [0.653, 0.759, -3.188], [-1.144, -0.807, 2.455], [-2.973, -2.412, 2.972], [-4.395, -3.265, 1.150], [1.796, -1.384, -2.129], [1.961, -1.598, -0.943], [1.250, -1.027, 0.096], [1.661, -1.574, 1.299], [1.216, -1.314, 2.399], [2.771, -2.538, 1.012], [3.546, -3.304, 1.856], [4.521, -4.107, 1.269], [4.696, -4.132, -0.113], [3.902, -3.354, -0.953], [2.946, -2.561, -0.356], [3.403, -3.271, 2.928], [5.158, -4.720, 1.893], [5.466, -4.764, -0.536], [4.033, -3.357, -2.027]], "forces_ev_per_angstrom": [[0.214, -0.235, -0.229], [-0.006, -0.023, 0.014], [0.004, 0.064, -0.027], [-0.079, -0.053, 0.014], [0.010, -0.016, 0.011], [0.019, -0.019, 0.005], [0.002, -0.002, -0.026], [-0.019, 0.003, 0.011], [0.042, -0.017, -0.005], [-0.045, 0.030, -0.005], [-0.151, 0.050, 0.064], [0.075, 0.085, -0.004], [-0.001, 0.008, 0.010], [0.005, -0.038, -0.017], [0.029, 0.002, 0.017], [-0.002, 0.000, 0.000], [-0.010, -0.001, 0.009], [-0.002, 0.011, -0.052], [-0.028, -0.028, -0.077], [-0.014, 0.008, -0.002], [0.025, -0.018, 0.004], [-0.013, -0.006, 0.003], [-0.005, 0.005, -0.001], [0.010, 0.015, 0.021], [-0.066, 0.000, 0.032], [0.003, 0.009, -0.005], [0.001, 0.001, 0.000], [0.001, -0.001, 0.000], [0.005, -0.012, -0.018], [-0.015, 0.001, 0.007], [0.005, 0.002, 0.002], [0.000, 0.001, 0.003], [0.014, 0.022, -0.070], [-0.009, 0.007, -0.002], [0.001, 0.001, 0.001], [0.003, 0.003, -0.001], [-0.039, -0.063, 0.115], [0.070, -0.059, 0.000], [-0.149, 0.168, 0.022], [0.055, -0.049, -0.013], [0.020, -0.054, -0.003], [0.005, 0.005, -0.005], [0.009, 0.004, 0.007], [0.002, 0.000, -0.001], [-0.003, 0.005, 0.014], [-0.038, -0.014, -0.007], [0.026, 0.121, 0.071], [0.012, 0.013, 0.000], [0.001, 0.015, -0.035], [0.047, 0.151, 0.066], [0.057, -0.032, -0.045], [0.014, 0.018, 0.027], [-0.010, 0.011, -0.012], [0.016, -0.009, 0.013], [0.000, -0.004, 0.000], [-0.001, 0.000, 0.001], [-0.001, 0.001, 0.000], [-0.013, 0.005, -0.001], [0.069, 0.016, 0.032], [0.000, -0.001, 0.000], [0.003, -0.004, -0.003], [0.111, 0.052, -0.045], [-0.127, -0.134, 0.065], [-0.114, -0.038, -0.037], [0.151, 0.190, 0.184], [-0.182, -0.178, -0.080], [-0.028, -0.036, 0.000], [-0.013, -0.011, -0.002], [0.002, 0.004, -0.007], [0.000, -0.002, 0.001], [0.019, 0.013, 0.002], [0.029, 0.044, -0.011], [-0.001, 0.002, -0.001], [0.002, 0.002, 0.001], [-0.002, -0.002, -0.002], [0.002, -0.006, -0.001]], "energy_ev": -66568.654, "spin_multiplicity": 2, "total_charge": 0, "lumo_ev": [-1.6050, -1.6112], "orbital_gap_ev": [5.49, 5.57], "s2": 0.756}

***

{"formula": "C38H24CrIN3O7PS", "method": "ωB97M-V/def2-TZVPD", "elements": ["Cr", "I", "C", "C", "C", "C", "C", "C", "C", "C", "C", "P", "C", "C", "C", "C", "C", "C", "C", "C", "C", "C", "C", "C", "C", "H", "H", "H", "H", "H", "H", "H", "H", "H", "H", "H", "H", "H", "H", "H", "H", "S", "C", "C", "C", "C", "C", "C", "C", "C", "C", "N", "H", "H", "H", "H", "H", "H", "O", "C", "O", "C", "C", "C", "C", "C", "C", "O", "N", "O", "O", "N", "O", "O", "H", "H"], "positions_angstrom": [[-0.422, 1.109, -0.148], [-3.403, -1.289, -1.378], [-3.139, -3.191, -0.555], [-4.328, -3.834, -0.356], [-4.368, -5.193, -0.001], [-3.201, -5.879, 0.065], [-1.954, -5.232, -0.126], [-0.798, -6.035, -0.071], [0.431, -5.479, -0.211], [0.533, -4.088, -0.331], [-0.543, -3.229, -0.384], [0.113, -1.439, -0.291], [1.080, -1.481, -1.856], [2.398, -1.896, -1.994], [3.008, -1.891, -3.241], [2.311, -1.476, -4.366], [0.997, -1.050, -4.237], [0.391, -1.047, -2.988], [1.233, -1.685, 1.139], [0.706, -2.356, 2.245], [1.452, -2.517, 3.399], [2.741, -2.001, 3.471], [3.266, -1.317, 2.384], [2.518, -1.152, 1.223], [-1.865, -3.815, -0.367], [-5.254, -3.297, -0.512], [-5.321, -5.681, 0.161], [-3.197, -6.945, 0.264], [-0.916, -7.102, 0.084], [1.328, -6.083, -0.184], [1.532, -3.677, -0.337], [2.981, -2.198, -1.133], [4.044, -2.198, -3.326], [2.791, -1.475, -5.336], [0.444, -0.713, -5.105], [-0.637, -0.712, -2.899], [-0.304, -2.749, 2.209], [1.028, -3.045, 4.244], [3.330, -2.129, 4.371], [4.265, -0.901, 2.433], [2.943, -0.596, 0.397], [-2.552, 1.549, 3.712], [-1.004, 0.934, 4.113], [-0.235, 0.702, 3.013], [-0.908, 1.015, 1.795], [-2.169, 1.500, 2.037], [-2.962, 2.008, 0.928], [-4.133, 2.751, 1.015], [-4.683, 3.278, -0.136], [-4.058, 3.054, -1.358], [-2.910, 2.300, -1.370], [-2.384, 1.766, -0.262], [-0.752, 0.772, 5.152], [0.780, 0.327, 3.074], [-4.576, 2.932, 1.986], [-5.579, 3.883, -0.085], [-4.445, 3.474, -2.276], [-2.382, 2.103, -2.297], [3.559, 1.331, -0.894], [2.458, 1.744, -0.600], [1.445, 0.936, -0.380], [2.204, 3.214, -0.451], [3.301, 4.045, -0.410], [3.136, 5.408, -0.253], [1.879, 5.963, -0.160], [0.771, 5.146, -0.231], [0.888, 3.732, -0.348], [-0.163, 2.973, -0.349], [-0.537, 5.817, -0.147], [-1.539, 5.207, -0.464], [-0.556, 6.939, 0.333], [4.311, 6.281, -0.184], [4.127, 7.473, -0.012], [5.406, 5.764, -0.300], [4.289, 3.616, -0.500], [1.757, 7.028, -0.043]], "forces_ev_per_angstrom": [[0.603, 0.346, 0.300], [0.275, 0.221, 0.064], [0.142, 0.253, -0.075], [-0.045, -0.121, 0.047], [-0.137, 0.019, 0.003], [0.023, -0.052, -0.011], [-0.025, 0.186, -0.004], [0.023, -0.104, 0.038], [0.114, -0.029, -0.014], [-0.048, 0.067, -0.061], [-0.120, 0.007, 0.075], [-0.129, -0.710, -0.429], [-0.098, 0.138, 0.069], [0.108, 0.017, 0.024], [0.013, 0.015, 0.000], [0.001, -0.009, 0.014], [-0.015, 0.005, 0.011], [-0.030, 0.018, -0.012], [-0.013, 0.086, 0.010], [-0.059, 0.004, 0.014], [0.050, -0.010, 0.025], [-0.024, 0.022, -0.044], [-0.046, -0.017, 0.013], [0.116, -0.002, -0.010], [-0.015, -0.162, 0.146], [0.025, -0.028, 0.006], [0.050, 0.024, -0.013], [0.032, 0.045, 0.007], [-0.008, 0.053, 0.001], [-0.016, 0.027, -0.007], [0.028, 0.001, -0.033], [-0.046, -0.017, -0.005], [-0.040, -0.004, 0.001], [-0.008, 0.009, 0.040], [0.014, -0.014, 0.037], [-0.011, -0.029, 0.003], [0.032, -0.034, -0.003], [-0.008, 0.028, -0.018], [-0.014, 0.002, -0.011], [-0.029, -0.016, -0.015], [-0.020, -0.062, 0.062], [-0.040, 0.023, 0.007], [-0.072, 0.005, 0.034], [0.056, -0.010, -0.076], [0.222, 0.040, 0.040], [-0.052, -0.037, -0.097], [0.170, -0.082, 0.073], [-0.075, -0.004, 0.079], [-0.004, 0.007, 0.026], [-0.112, 0.050, 0.008], [0.044, -0.218, 0.061], [-0.479, 0.095, -0.285], [0.013, 0.006, -0.074], [-0.070, 0.021, -0.013], [-0.001, 0.022, -0.036], [0.012, -0.034, 0.007], [0.016, -0.014, 0.017], [0.040, 0.024, 0.024], [0.137, -0.113, 0.043], [-0.254, 0.004, 0.061], [0.016, -0.067, -0.069], [-0.152, -0.064, 0.060], [0.210, 0.023, -0.039], [0.034, -0.041, 0.013], [-0.094, 0.185, -0.061], [0.036, -0.030, -0.185], [-0.143, -0.056, 0.063], [-0.076, 0.314, -0.155], [-0.208, -0.212, 0.874], [0.145, 0.050, -0.345], [0.135, -0.020, -0.302], [0.112, 0.074, 0.011], [-0.057, -0.139, -0.031], [-0.133, 0.003, 0.009], [-0.003, -0.015, -0.001], [-0.017, 0.038, 0.015]], "energy_ev": -115240.751, "spin_multiplicity": 4, "total_charge": 0, "lumo_ev": [-0.3983, -0.5043], "orbital_gap_ev": [8.11, 8.07], "s2": 3.810}

***

{"formula": "C38H25Br4MnN6O3", "method": "ωB97M-V/def2-TZVPD", "elements": ["Mn", "C", "N", "C", "C", "C", "C", "C", "N", "C", "C", "C", "C", "C", "C", "H", "H", "H", "H", "H", "H", "H", "H", "H", "H", "H", "Br", "C", "C", "Br", "C", "Br", "C", "O", "C", "O", "C", "Br", "C", "O", "C", "C", "C", "C", "C", "C", "C", "N", "C", "C", "N", "C", "C", "C", "C", "N", "C", "C", "N", "C", "C", "C", "C", "H", "H", "H", "H", "H", "H", "H", "H", "H", "H", "H", "H", "H", "H"], "positions_angstrom": [[2.072, -0.383, -2.297], [0.384, -3.021, -1.912], [0.933, -1.921, -2.686], [0.678, -1.988, -4.001], [1.207, -0.992, -4.817], [1.165, -0.727, -6.200], [1.924, 0.425, -6.393], [2.396, 0.815, -5.143], [1.965, -0.033, -4.190], [-1.129, -2.985, -1.838], [-1.771, -1.799, -1.511], [-3.146, -1.737, -1.395], [-3.907, -2.872, -1.613], [-3.282, -4.057, -1.957], [-1.902, -4.113, -2.074], [0.790, -2.974, -0.896], [0.699, -3.974, -2.362], [0.099, -2.807, -4.413], [0.646, -1.313, -6.930], [2.109, 0.925, -7.324], [3.008, 1.668, -4.899], [-1.178, -0.920, -1.339], [-3.613, -0.802, -1.125], [-4.982, -2.831, -1.510], [-3.873, -4.945, -2.136], [-1.425, -5.045, -2.343], [8.800, -0.758, -2.465], [7.020, -0.148, -2.312], [6.760, 1.183, -2.015], [8.188, 2.391, -1.762], [5.446, 1.629, -1.904], [5.047, 3.433, -1.495], [4.373, 0.755, -2.086], [3.139, 1.085, -1.994], [4.641, -0.621, -2.391], [3.619, -1.385, -2.524], [5.967, -1.040, -2.497], [6.281, -2.864, -2.891], [-5.196, 2.519, 8.788], [-5.419, 2.936, 7.470], [-4.536, 2.508, 6.505], [-4.797, 2.954, 5.205], [-3.983, 2.589, 4.163], [-2.868, 1.759, 4.375], [-2.619, 1.320, 5.681], [-3.438, 1.688, 6.731], [-2.035, 1.407, 3.264], [-2.218, 1.816, 2.020], [-1.217, 1.281, 1.284], [-0.374, 0.500, 2.102], [-0.919, 0.597, 3.360], [0.751, -0.200, 1.638], [1.625, -0.993, 2.393], [2.691, -1.621, 1.743], [2.845, -1.483, 0.379], [2.020, -0.746, -0.385], [0.994, -0.069, 0.228], [0.189, 0.720, -0.597], [0.523, 0.739, -1.943], [-0.253, 1.449, -2.771], [-1.372, 2.139, -2.365], [-1.742, 2.130, -1.009], [-0.962, 1.422, -0.111], [-5.992, 2.961, 9.385], [-4.227, 2.868, 9.163], [-5.240, 1.428, 8.878], [-5.652, 3.593, 5.049], [-4.174, 2.929, 3.159], [-1.774, 0.684, 5.897], [-3.202, 1.328, 7.721], [-0.564, 0.170, 4.193], [1.485, -1.126, 3.456], [3.390, -2.229, 2.297], [3.643, -2.000, -0.138], [0.043, 1.448, -3.811], [-1.959, 2.678, -3.092], [-2.619, 2.655, -0.664]], "forces_ev_per_angstrom": [[-1.818, -0.578, 0.749], [-0.060, -0.198, -0.006], [-0.853, -0.985, -3.338], [0.226, -0.429, 2.628], [0.425, 0.889, -1.031], [-0.079, -0.167, 0.500], [-0.200, -0.163, -0.239], [-0.066, -0.111, 0.723], [-0.216, 0.135, -1.119], [0.129, -0.127, 0.032], [-0.053, 0.004, 0.062], [0.053, 0.043, 0.037], [-0.159, -0.050, 0.009], [-0.129, -0.085, -0.011], [0.090, 0.054, 0.060], [0.025, -0.053, -0.138], [-0.032, 0.051, 0.243], [-0.154, -0.124, -0.069], [-0.126, -0.138, -0.289], [0.069, 0.096, -0.190], [0.075, 0.008, 0.113], [0.016, 0.097, -0.036], [-0.079, 0.111, 0.023], [-0.086, -0.020, -0.026], [-0.044, -0.081, -0.028], [0.094, -0.114, -0.038], [0.200, -0.071, -0.018], [0.322, 0.492, 0.106], [0.385, -0.358, -0.100], [0.143, 0.154, 0.032], [-0.232, -0.092, -0.010], [-0.179, -0.030, -0.002], [1.144, 0.198, 0.053], [0.847, 2.059, 0.149], [1.618, 0.557, 0.172], [0.029, -1.550, -0.162], [-0.479, -0.022, -0.002], [-0.180, -0.081, 0.007], [0.090, -0.134, 0.363], [0.342, -0.083, -0.780], [-0.284, 0.204, -0.034], [-0.060, -0.037, 0.400], [0.379, -0.280, 0.043], [-0.685, 0.226, 1.246], [-0.032, 0.190, -0.804], [-0.273, 0.093, 0.481], [0.970, -0.414, -1.275], [-0.483, 0.189, 0.757], [1.042, -0.922, 0.889], [-1.395, 1.066, -0.300], [-0.409, 0.381, -0.304], [1.022, -0.559, -0.910], [0.174, -0.008, -0.572], [-0.666, 0.327, 0.496], [-0.155, 0.173, -0.541], [-0.411, 0.366, 0.968], [1.098, -1.125, 1.445], [-1.243, 1.370, -1.498], [-0.773, 0.211, 1.380], [0.602, -0.355, -0.091], [-0.504, 0.148, 1.261], [0.153, 0.077, -0.941], [0.914, -0.567, -0.391], [0.073, -0.049, -0.012], [-0.043, -0.012, 0.000], [-0.004, 0.043, 0.010], [-0.104, 0.075, -0.042], [-0.061, 0.070, -0.124], [0.094, -0.069, 0.023], [-0.037, 0.004, 0.070], [0.026, -0.038, 0.063], [-0.032, 0.035, 0.082], [0.046, -0.036, 0.010], [-0.025, 0.112, -0.188], [0.102, -0.082, -0.023], [-0.028, 0.032, -0.062], [-0.086, 0.052, 0.058]], "energy_ev": -366388.870, "spin_multiplicity": 2, "total_charge": -1, "lumo_ev": [1.7016, 1.7011], "orbital_gap_ev": [5.01, 5.26], "s2": 0.837}